1.
This record from the Open Molecules 2025 dataset describes C6H10O in the gas phase. The level of theory is ωB97M-V/def2-TZVPD.

The orbital gap comes out at 10.1 eV. The calculation puts the highest occupied orbital energy at -9.06 eV. As for the charge: 0. For the energy above the lowest of the compared OMol25 structures with the same formula, charge and spin, the calculation gives 8.77 kcal per mole. Its spin multiplicity is 1. The SMILES is C/C=C(/C)CC=O.

XYZ file:
```
17
Properties=species:S:1:pos:R:3:forces:R:3:mulliken_charge:R:1
O -1.57683 0.28626 1.96241 0.403 0.334 -0.060 -0.468
H 1.28598 0.81579 0.96734 -0.150 0.030 -0.028 0.317
H 2.25927 -2.08459 -0.72994 -0.113 0.047 0.097 0.318
H -0.06923 -1.65438 -1.55848 0.043 0.098 0.099 0.287
H -1.03106 1.54060 -1.88496 -0.031 -0.113 0.099 0.303
H -2.16315 0.93659 -0.66764 0.111 -0.050 -0.085 0.317
H 1.13371 -2.64068 0.50677 0.040 0.120 -0.079 0.275
H 0.32239 2.08629 0.25177 -0.023 -0.132 0.054 0.351
C 0.27541 1.04413 0.60407 0.007 -0.071 -0.035 -0.939
H 1.98023 -1.10469 0.71664 -0.081 -0.096 -0.104 0.277
C 0.36404 -1.07317 -0.74311 -0.096 0.144 0.006 -0.402
C -1.32799 0.64835 -1.31719 -0.068 0.003 -0.021 -1.337
C -0.63804 1.02919 1.81339 -0.247 -0.186 0.048 0.057
C -0.17665 0.12268 -0.49967 0.105 -0.168 -0.100 1.034
H -1.69333 -0.10043 -2.02613 0.081 0.102 0.107 0.347
H -0.38042 1.77554 2.59708 -0.032 -0.092 -0.063 0.371
C 1.49316 -1.74881 -0.02101 0.051 0.028 0.063 -1.107
```
Positions in Å, forces in eV/Å.

---

2.
This record from the Open Molecules 2025 dataset describes C6H10O in the gas phase. The level of theory is ωB97M-V/def2-TZVPD.

The orbital gap comes out at 8.4 eV. The calculation puts the highest occupied orbital energy at -8.25 eV. As for the charge: 0. For the energy above the lowest of the compared OMol25 structures with the same formula, charge and spin, the calculation gives 102.66 kcal per mole. Its spin multiplicity is 1.

XYZ file:
```
17
Properties=species:S:1:pos:R:3:forces:R:3:mulliken_charge:R:1
C -1.46027 -0.24729 0.53319 0.115 -0.545 0.513 -0.616
H -0.97340 -2.69359 -1.15908 0.197 -0.020 0.153 0.371
C -0.48875 -1.03032 -0.30744 -0.081 0.597 0.083 0.593
H -2.40155 -0.60566 -1.40166 0.328 0.088 -0.011 0.295
C 0.92659 -0.42765 -0.23708 -0.001 0.022 0.049 -0.275
H 2.29845 2.45375 0.32426 0.012 -0.051 0.371 0.353
H -2.30705 -0.80094 0.92148 0.149 0.022 0.223 0.297
C 1.62659 1.73941 0.82780 -0.150 -0.246 -0.513 -1.023
O -0.52065 -2.43951 -0.34462 -0.240 0.473 -0.231 -0.550
H 1.46988 -0.69788 -1.15988 -0.033 -0.030 0.084 0.286
H 1.45611 -0.86989 0.62458 -0.066 0.028 -0.110 0.339
H 0.87312 2.38864 1.32037 0.307 -0.218 -0.191 0.303
H -1.02463 0.48046 1.22718 -0.395 0.045 -0.509 0.097
H 2.14605 1.10345 1.57075 -0.108 0.264 -0.234 0.309
C 0.90772 1.06937 -0.29103 0.125 -0.253 0.611 -0.359
H -1.06955 0.70753 -1.47998 -0.457 -0.115 0.070 0.260
C -1.50918 -0.14797 -0.97201 0.298 -0.062 -0.361 -0.680
```
Positions in Å, forces in eV/Å.

---

3.
This record from the Open Molecules 2025 dataset describes C6H10O in the gas phase. The level of theory is ωB97M-V/def2-TZVPD.

The orbital gap comes out at 10.6 eV. The calculation puts the highest occupied orbital energy at -9.55 eV. As for the charge: 0. For the energy above the lowest of the compared OMol25 structures with the same formula, charge and spin, the calculation gives 7.12 kcal per mole. Its spin multiplicity is 1. The SMILES is C[C@H]1CC=C[C@H]1O.

XYZ file:
```
17
Properties=species:S:1:pos:R:3:forces:R:3:mulliken_charge:R:1
H 0.25998 2.33282 1.08594 -0.027 -0.121 -0.081 0.354
C -1.04076 -0.22298 -0.95391 -0.059 0.035 0.097 -0.799
C 0.65104 -1.61449 -0.07953 -0.327 -0.277 -0.029 -0.624
O 1.68321 0.13475 1.30045 0.708 0.231 0.184 -0.539
H 0.68063 1.95638 -0.58668 -0.089 -0.135 0.142 0.317
H 0.15675 -0.97259 1.92695 -0.323 -0.109 0.050 0.225
H 2.38441 -0.23547 0.76715 0.290 0.039 -0.150 0.333
H -0.28311 -2.10308 -1.96155 0.129 0.070 0.247 0.410
C -0.11402 1.87879 0.16513 0.023 -0.022 0.010 -1.505
C -0.18597 -1.44514 -1.09786 0.083 0.117 -0.051 -0.342
H -0.92599 0.44340 -1.81964 -0.059 -0.039 0.168 0.325
C 0.49388 -0.54249 0.98544 -0.343 -0.043 -0.702 0.063
H -0.95600 2.49014 -0.19043 0.141 -0.216 0.077 0.418
H 1.29059 -2.49486 -0.00122 0.055 0.349 0.211 0.435
H -1.41103 0.45455 1.08209 -0.048 0.015 -0.132 0.290
H -2.09580 -0.50887 -0.90371 0.012 0.068 -0.092 0.288
C -0.57678 0.42970 0.37600 -0.165 0.039 0.052 0.351
```
Positions in Å, forces in eV/Å.

---

4.
This record from the Open Molecules 2025 dataset describes C6H10O in the gas phase. The level of theory is ωB97M-V/def2-TZVPD.

The orbital gap comes out at 10.4 eV. The calculation puts the highest occupied orbital energy at -9.27 eV. As for the charge: 0. For the energy above the lowest of the compared OMol25 structures with the same formula, charge and spin, the calculation gives 8.14 kcal per mole. Its spin multiplicity is 1. The SMILES is C[C@H]1CC=CCO1.

XYZ file:
```
17
Properties=species:S:1:pos:R:3:forces:R:3:mulliken_charge:R:1
H 0.90001 -1.95682 1.56596 -0.071 0.119 0.038 0.346
C -1.10158 -0.36665 -1.42318 -0.105 0.100 -0.213 -0.496
H 0.71037 -0.61505 2.72143 -0.085 -0.078 -0.119 0.381
H 1.04896 2.34939 -1.12388 -0.067 -0.161 -0.021 0.376
O -0.65016 -1.05552 -0.27344 0.025 -0.078 -0.003 -0.400
H -0.67942 -1.64719 2.31404 0.135 0.054 -0.072 0.345
C -0.13220 -0.24203 0.76837 0.106 0.103 0.164 0.437
C 0.57963 1.38717 -0.92902 -0.110 -0.027 -0.096 -0.389
H -0.84832 1.56262 -2.47848 0.094 -0.099 0.088 0.374
H -0.88955 -1.03174 -2.27064 -0.091 0.094 0.073 0.287
H -2.19576 -0.24011 -1.38713 0.114 0.024 0.070 0.264
C 1.05571 0.55515 0.23228 0.009 -0.006 0.048 -0.653
C 0.22120 -1.17134 1.91417 0.014 -0.016 0.013 -1.471
H 1.83580 -0.15163 -0.08575 -0.077 0.109 0.076 0.286
H 1.48887 1.18336 1.01881 -0.106 -0.052 -0.084 0.365
H -0.90032 0.47741 1.10201 0.062 -0.115 -0.074 0.272
C -0.44324 0.96298 -1.66555 0.152 0.029 0.112 -0.326
```
Positions in Å, forces in eV/Å.

---

5.
This record from the Open Molecules 2025 dataset describes C6H10O in the gas phase in a non-equilibrium geometry. The level of theory is ωB97M-V/def2-TZVPD.

The orbital gap comes out at 8.6 eV. The calculation puts the highest occupied orbital energy at -7.70 eV. As for the charge: 0. For the energy above the lowest of the compared OMol25 structures with the same formula, charge and spin, the calculation gives 59.00 kcal per mole. Its spin multiplicity is 1. The SMILES is CC/C=C/C=C/O.

XYZ file:
```
17
Properties=species:S:1:pos:R:3:forces:R:3:mulliken_charge:R:1
H -2.80704 -1.68463 1.54426 0.284 -0.378 0.235 0.322
C -0.78005 -1.69952 0.59806 0.711 -1.319 0.043 -0.349
C 1.08850 1.75166 -1.75816 0.849 -0.980 0.199 0.052
O 1.06923 3.10133 -1.90628 0.334 -0.206 0.128 -0.472
C -1.96456 -1.03976 1.30495 -0.491 0.659 -0.911 -1.112
H 0.83819 -0.78526 1.76062 -0.968 1.019 0.245 0.339
H 1.92826 1.78487 0.12213 -0.624 0.047 0.207 0.255
H 1.25499 3.45907 -1.02224 -0.105 0.143 -0.356 0.296
C 1.43494 1.14004 -0.61814 1.397 1.015 1.647 -0.298
C 1.10166 -0.22080 -0.24455 -1.528 -1.519 -2.266 -0.488
H -2.38862 -0.33524 0.58409 0.014 0.197 0.072 0.281
C 0.40670 -0.82268 0.75260 2.121 0.694 0.689 -0.318
H 1.04967 -0.83928 -1.16140 -0.907 0.536 -0.197 0.215
H -1.68070 -0.42568 2.15330 0.110 -0.266 0.314 0.334
H -1.00819 -1.85735 -0.45509 -0.030 0.054 -0.080 0.335
H 0.98925 1.15929 -2.65969 -0.814 0.365 -0.172 0.337
H -0.53222 -2.68606 1.00555 -0.351 -0.061 0.206 0.271
```
Positions in Å, forces in eV/Å.

---

6.
This record from the Open Molecules 2025 dataset describes C6H10O in the gas phase. The level of theory is ωB97M-V/def2-TZVPD.

The orbital gap comes out at 7.3 eV. The calculation puts the highest occupied orbital energy at -7.45 eV. As for the charge: 0. For the energy above the lowest of the compared OMol25 structures with the same formula, charge and spin, the calculation gives 84.58 kcal per mole. Its spin multiplicity is 1.

XYZ file:
```
17
Properties=species:S:1:pos:R:3:forces:R:3:mulliken_charge:R:1
H 2.20555 1.51601 0.97648 0.289 0.090 -0.187 0.342
C 1.18171 -0.19275 0.36963 -0.138 -0.054 0.147 0.571
H -1.82058 1.14630 -1.20069 -0.134 -0.096 -0.181 0.272
H 0.03146 -1.59856 1.36386 -0.023 -0.134 -0.036 0.308
C 1.20480 1.12670 0.81691 -0.149 0.004 -0.037 -0.137
C -1.21940 0.24080 -1.25694 -0.100 0.115 -0.142 -1.124
H -0.19280 0.58884 -1.34454 -0.129 0.117 -0.290 0.302
H 0.24336 2.93074 1.08562 0.343 0.052 0.128 0.189
H -1.61929 0.08036 0.86064 -0.092 -0.004 -0.236 0.344
H 2.26085 -1.62149 -0.31114 -0.112 0.213 0.083 0.358
O 2.34584 -0.69486 -0.03869 -0.012 -0.079 0.211 -0.470
C 0.02667 1.87634 0.88103 -0.065 -0.446 0.202 -0.927
C 0.02324 -1.16744 0.35651 -0.035 0.027 0.018 -0.704
H -1.44968 -0.32810 -2.16218 -0.169 -0.031 0.132 0.355
H -2.10742 -1.35377 -0.06969 0.332 0.002 0.087 0.411
C -1.34437 -0.56948 0.03082 0.003 0.083 -0.027 -0.531
H 0.23005 -1.97964 -0.35764 0.193 0.143 0.128 0.441
```
Positions in Å, forces in eV/Å.

---

> Which of these has the highest orbital gap?

number 3